C81H171N9O9 | ωB97M-V with the def2-TZVPD basis set

Last column: Löwdin charge in e.
Atoms and positions in Å:
C: -8.223 3.443 3.814  -0.03
C: -7.593 3.456 2.389  -0.44
C: -6.066 3.197 2.578  -0.14
C: -5.609 1.744 2.961  -0.17
C: -6.072 0.796 1.882  -0.16
C: -7.604 0.879 1.628  -0.46
N: -8.137 2.333 1.475  -0.13
O: -9.481 2.389 1.398  -0.02
C: -7.869 0.206 0.299  -0.05
C: -8.219 0.159 2.839  -0.03
C: -7.665 4.842 1.623  -0.02
H: -7.951 4.180 4.570  0.08
H: -8.125 2.461 4.277  0.06
H: -9.299 3.610 3.754  0.07
H: -5.494 3.468 1.691  0.10
H: -5.710 3.912 3.320  0.11
H: -6.105 1.634 3.926  0.09
H: -4.580 1.512 3.236  0.10
H: -5.853 -0.225 2.195  0.12
H: -5.480 0.801 0.967  0.11
H: -8.928 0.208 0.042  0.09
H: -7.323 0.816 -0.421  0.09
H: -7.512 -0.822 0.373  0.07
H: -8.460 -0.843 2.485  0.08
H: -7.606 0.231 3.738  0.07
H: -9.190 0.554 3.140  0.08
H: -7.138 4.572 0.708  0.07
H: -7.102 5.513 2.272  0.08
H: -8.682 5.186 1.435  0.07
H: -9.639 2.569 0.468  0.11
C: -4.383 -4.240 -2.000  -0.01
C: -5.543 -4.410 -3.053  -0.45
C: -6.832 -3.880 -2.303  -0.18
C: -6.906 -2.488 -1.995  -0.26
C: -6.905 -1.768 -3.318  -0.10
C: -5.641 -2.086 -4.224  -0.49
N: -5.414 -3.522 -4.286  -0.15
O: -4.472 -3.926 -5.139  0.00
C: -5.989 -1.624 -5.664  -0.03
C: -4.430 -1.341 -3.784  -0.05
C: -5.776 -5.826 -3.396  -0.06
H: -3.507 -3.872 -2.534  0.08
H: -4.226 -5.170 -1.455  0.08
H: -4.643 -3.575 -1.176  0.06
H: -7.752 -4.209 -2.786  0.13
H: -6.904 -4.393 -1.344  0.12
H: -6.257 -2.056 -1.234  0.11
H: -7.877 -2.303 -1.536  0.11
H: -6.922 -0.790 -2.839  0.11
H: -7.821 -1.936 -3.885  0.12
H: -5.321 -1.961 -6.456  0.08
H: -6.949 -2.064 -5.934  0.08
H: -6.056 -0.536 -5.640  0.08
H: -3.516 -1.540 -4.343  0.09
H: -4.610 -0.272 -3.672  0.09
H: -4.146 -1.582 -2.759  0.05
H: -5.964 -6.495 -2.556  0.10
H: -4.917 -6.186 -3.963  0.08
H: -6.563 -5.830 -4.150  0.09
H: -4.909 -4.561 -5.711  0.11
C: -1.717 1.891 1.187  -0.03
C: -0.934 0.678 0.649  -0.46
C: -1.967 0.045 -0.302  -0.16
C: -1.363 -0.981 -1.216  -0.16
C: -0.206 -0.352 -2.106  -0.13
C: 0.870 0.346 -1.238  -0.42
N: 0.180 1.149 -0.168  -0.12
O: 0.993 2.145 0.350  -0.01
C: 1.831 -0.760 -0.664  -0.01
C: 1.600 1.234 -2.334  -0.02
C: -0.531 -0.334 1.808  -0.01
H: -2.723 1.588 1.477  0.07
H: -1.856 2.591 0.363  0.08
H: -1.271 2.326 2.082  0.06
H: -2.692 -0.578 0.221  0.12
H: -2.539 0.861 -0.744  0.12
H: -2.077 -1.389 -1.931  0.08
H: -0.991 -1.862 -0.694  0.11
H: -0.702 0.254 -2.863  0.11
H: 0.301 -1.131 -2.677  0.09
H: 2.824 -0.370 -0.443  0.07
H: 1.469 -1.262 0.233  0.06
H: 1.924 -1.544 -1.416  0.06
H: 2.020 0.616 -3.128  0.08
H: 0.960 1.914 -2.897  0.06
H: 2.313 1.883 -1.824  0.06
H: 0.553 -0.348 1.913  0.06
H: -0.745 -1.351 1.481  0.07
H: -1.066 -0.137 2.737  0.07
H: 0.540 2.957 0.109  0.07
C: 3.929 2.766 6.563  0.00
C: 3.192 3.378 5.319  -0.53
C: 3.548 2.618 4.033  -0.12
C: 2.861 1.229 4.015  -0.16
C: 1.309 1.376 4.211  -0.09
C: 0.865 2.315 5.444  -0.38
N: 1.809 3.520 5.537  -0.14
O: 1.433 4.443 6.509  0.01
C: -0.607 2.781 5.202  -0.04
C: 0.811 1.416 6.700  -0.05
C: 3.754 4.821 5.122  -0.04
H: 3.238 2.864 7.400  0.08
H: 4.864 3.257 6.835  0.08
H: 4.182 1.737 6.310  0.06
H: 3.188 3.128 3.139  0.11
H: 4.625 2.457 4.070  0.12
H: 3.435 0.552 4.647  0.09
H: 3.067 0.869 3.007  0.10
H: 0.962 0.350 4.331  0.08
H: 0.816 1.695 3.293  0.09
H: -1.170 1.898 4.898  0.07
H: -1.236 3.181 5.997  0.08
H: -0.749 3.515 4.409  0.07
H: 1.721 0.968 7.098  0.05
H: 0.580 1.894 7.652  0.09
H: 0.224 0.497 6.688  0.06
H: 4.780 4.719 4.767  0.08
H: 3.744 5.397 6.047  0.08
H: 3.292 5.467 4.376  0.06
H: 0.953 5.093 5.990  0.10
C: 3.707 -7.408 -6.696  -0.04
C: 3.664 -5.926 -6.132  -0.41
C: 2.722 -5.029 -7.099  -0.10
C: 2.393 -3.629 -6.478  -0.18
C: 1.692 -3.753 -5.148  -0.14
C: 2.519 -4.620 -4.121  -0.47
N: 3.040 -5.869 -4.743  -0.12
O: 3.823 -6.572 -3.860  -0.03
C: 3.642 -3.782 -3.550  -0.03
C: 1.514 -5.065 -2.992  -0.03
C: 5.150 -5.428 -6.194  -0.05
H: 2.710 -7.757 -6.966  0.07
H: 4.151 -8.133 -6.014  0.07
H: 4.258 -7.478 -7.634  0.07
H: 3.256 -4.861 -8.034  0.11
H: 1.861 -5.597 -7.453  0.10
H: 1.809 -3.054 -7.196  0.11
H: 3.313 -3.056 -6.361  0.10
H: 0.752 -4.267 -5.351  0.12
H: 1.462 -2.798 -4.677  0.11
H: 4.259 -4.170 -2.739  0.07
H: 4.335 -3.457 -4.327  0.07
H: 3.240 -2.789 -3.346  0.07
H: 1.016 -4.210 -2.533  0.07
H: 0.733 -5.779 -3.252  0.08
H: 2.045 -5.375 -2.091  0.07
H: 5.691 -5.920 -5.386  0.07
H: 5.269 -4.361 -6.006  0.06
H: 5.743 -5.638 -7.084  0.08
H: 3.317 -7.369 -3.687  0.11
C: 2.596 7.603 -0.053  -0.03
C: 1.988 6.174 -0.327  -0.45
C: 2.278 5.466 1.033  -0.15
C: 1.268 5.639 2.173  -0.16
C: -0.168 5.479 1.575  -0.13
C: -0.422 6.354 0.345  -0.45
N: 0.599 6.179 -0.691  -0.10
O: 0.310 6.941 -1.880  -0.01
C: -1.828 5.903 -0.247  -0.02
C: -0.506 7.868 0.848  -0.01
C: 2.737 5.330 -1.415  -0.01
H: 3.651 7.695 -0.314  0.08
H: 2.471 7.943 0.974  0.07
H: 2.159 8.341 -0.726  0.08
H: 2.519 4.403 1.022  0.10
H: 3.214 5.805 1.476  0.11
H: 1.383 6.595 2.683  0.10
H: 1.418 4.915 2.974  0.08
H: -0.809 5.849 2.375  0.11
H: -0.411 4.426 1.436  0.08
H: -2.017 6.436 -1.179  0.05
H: -1.779 4.865 -0.576  0.06
H: -2.662 6.032 0.442  0.09
H: -0.825 8.473 -0.001  0.08
H: -1.303 8.041 1.571  0.07
H: 0.392 8.139 1.403  0.06
H: 2.500 4.272 -1.310  0.06
H: 3.823 5.431 -1.395  0.08
H: 2.472 5.549 -2.449  0.07
H: -0.122 6.271 -2.415  0.06
C: -3.539 3.764 -5.015  -0.02
C: -2.254 4.618 -5.063  -0.49
C: -0.951 3.850 -4.766  -0.16
C: -0.461 2.908 -5.815  -0.17
C: -0.146 3.776 -7.063  -0.13
C: -1.402 4.518 -7.518  -0.45
N: -2.028 5.251 -6.354  -0.13
O: -3.055 6.062 -6.752  -0.02
C: -0.969 5.531 -8.651  -0.01
C: -2.398 3.479 -8.111  -0.04
C: -2.352 5.664 -3.926  -0.03
H: -4.444 4.262 -5.360  0.09
H: -3.801 3.466 -3.999  0.07
H: -3.526 2.777 -5.479  0.07
H: -0.147 4.581 -4.681  0.12
H: -1.043 3.373 -3.791  0.12
H: -1.204 2.127 -5.976  0.10
H: 0.385 2.377 -5.378  0.10
H: 0.097 3.080 -7.867  0.11
H: 0.759 4.379 -6.984  0.12
H: -0.768 5.000 -9.582  0.08
H: -1.756 6.283 -8.709  0.07
H: -0.015 5.955 -8.340  0.07
H: -2.642 2.587 -7.533  0.06
H: -3.360 3.920 -8.370  0.08
H: -1.970 3.034 -9.009  0.08
H: -1.427 6.212 -3.751  0.07
H: -2.534 5.098 -3.012  0.07
H: -3.190 6.328 -4.140  0.09
H: -2.644 6.929 -6.715  0.11
C: 4.261 -4.038 0.736  -0.02
C: 5.489 -3.329 1.394  -0.47
C: 5.923 -4.188 2.626  -0.13
C: 6.612 -5.568 2.346  -0.16
C: 7.837 -5.411 1.429  -0.14
C: 7.540 -4.568 0.110  -0.44
N: 6.659 -3.395 0.439  -0.10
O: 6.496 -2.529 -0.650  -0.02
C: 8.953 -4.021 -0.180  -0.06
C: 7.064 -5.511 -1.057  -0.02
C: 5.096 -1.976 1.897  -0.04
H: 3.425 -4.136 1.429  0.08
H: 4.483 -4.985 0.244  0.07
H: 4.019 -3.514 -0.189  0.06
H: 6.641 -3.621 3.219  0.11
H: 5.157 -4.295 3.394  0.10
H: 5.887 -6.221 1.861  0.10
H: 6.902 -6.076 3.266  0.11
H: 8.147 -6.420 1.159  0.11
H: 8.733 -4.982 1.878  0.10
H: 9.645 -4.834 -0.399  0.09
H: 8.867 -3.371 -1.051  0.07
H: 9.213 -3.359 0.646  0.08
H: 6.516 -4.976 -1.833  0.06
H: 7.833 -5.937 -1.703  0.08
H: 6.368 -6.278 -0.719  0.07
H: 4.834 -1.281 1.100  0.07
H: 5.970 -1.560 2.398  0.09
H: 4.260 -1.911 2.594  0.07
H: 6.772 -1.664 -0.338  0.10
C: 4.681 -2.886 6.962  -0.03
C: 3.499 -3.669 7.629  -0.43
C: 2.624 -2.769 8.562  -0.13
C: 1.838 -1.699 7.822  -0.20
C: 0.831 -2.373 6.918  -0.12
C: 1.495 -3.333 5.856  -0.42
N: 2.584 -4.180 6.504  -0.13
O: 3.155 -5.195 5.694  -0.03
C: 0.394 -4.372 5.348  -0.03
C: 2.135 -2.621 4.662  -0.04
C: 4.041 -4.956 8.314  -0.04
H: 4.624 -1.858 6.606  0.07
H: 5.029 -3.439 6.089  0.07
H: 5.605 -2.897 7.541  0.07
H: 1.880 -3.379 9.075  0.12
H: 3.301 -2.400 9.332  0.12
H: 2.543 -1.195 7.161  0.09
H: 1.434 -0.969 8.524  0.12
H: 0.374 -1.544 6.378  0.09
H: 0.043 -2.891 7.466  0.12
H: -0.525 -3.828 5.130  0.08
H: 0.705 -4.934 4.467  0.07
H: 0.223 -5.104 6.138  0.08
H: 2.589 -3.371 4.015  0.07
H: 1.531 -2.005 3.996  0.07
H: 2.819 -1.803 4.890  0.06
H: 4.678 -4.685 9.156  0.08
H: 4.776 -5.343 7.608  0.07
H: 3.350 -5.729 8.650  0.09
H: 2.362 -5.690 5.476  0.08

Calculated values
F_max in eV/A: 5.03
HOMO level in eV: -7.66
Energy relative to the best compared isomer or geometry (same formula, charge and spin) in kcal per mole: 204.9
Molar mass in g/mol: 1415.31
Gap between HOMO and LUMO in Eh: 0.29302
LUMO energy in Eh: 0.0114
SMILES: CC1(C)CCCC(C)(C)N1O.CC1(C)CCCC(C)(C)N1O.CC1(C)CCCC(C)(C)N1O.CC1(C)CCCC(C)(C)N1O.CC1(C)CCCC(C)(C)N1O.CC1(C)CCCC(C)(C)N1O.CC1(C)CCCC(C)(C)N1O.CC1(C)CCCC(C)(C)N1O.CC1(C)CCCC(C)(C)N1O